No. 1
ORCA calculation (ωB97M-V with the def2-TZVPD basis set) on a structure of composition C30H30CrNO5 in a non-equilibrium geometry.

Calculated values
LUMO energy (spin up / spin down) = -0.200 / -0.327 Ha
<S²> = 3.77
energy above the lowest of the compared OMol25 structures with the same formula, charge and spin = 358.1 kJ/mol
multiplicity = 4
charge = +2
HOMO-LUMO gap (spin up / spin down) = 8.092 / 4.725 eV
HOMO (spin up / spin down) = -13.523 / -13.611 eV
F_max = 0.096 hartree/bohr

Last column: Löwdin spin population.
Cartesian coordinates (Å):
C1 3.2552 1.5988 2.1823  0.00
O1 2.6928 0.4901 2.9167  0.00
C2 1.5492 0.1036 2.3328  0.02
O2 1.1241 0.6592 1.3266  0.01
C3 0.8975 -1.0791 3.0087  0.08
C4 1.7327 -2.3646 2.9348  0.00
C5 0.8861 -3.4268 2.2222  0.01
C6 -0.5308 -2.8479 2.1596  0.09
N1 -0.3733 -1.3915 2.3149  0.68
C7 -1.5207 -0.6512 2.4655  0.65
C8 -2.1279 0.3144 1.4292  0.10
C9 -3.2320 1.1566 2.1031  0.01
C10 -4.1417 0.5013 3.1081  0.00
C11 -3.4065 -0.2074 4.2304  0.02
C12 -2.3917 -1.1585 3.6060  0.12
H1 4.2690 1.6770 2.5710  0.00
H2 3.2386 1.4041 1.0976  0.00
H3 2.6810 2.5153 2.3861  0.00
H4 0.7544 -0.8181 4.0762  0.03
H5 2.6908 -2.2209 2.4208  0.00
H6 1.9525 -2.7030 3.9561  0.00
H7 1.2322 -3.6277 1.1969  0.00
H8 0.8826 -4.3914 2.7576  0.00
H9 -1.0565 -3.0803 1.2253  0.02
H10 -1.1212 -3.3106 2.9686  0.04
H11 -2.5362 -0.4188 0.5185  0.04
H12 -2.6797 1.9632 2.6410  0.00
H13 -3.8085 1.6749 1.2932  0.00
H14 -4.7391 1.2833 3.5642  0.00
H15 -4.8115 -0.2053 2.6075  0.00
H16 -2.9613 0.4594 4.9841  0.00
H17 -4.1219 -0.7770 4.8292  0.01
H18 -2.9443 -2.0739 3.2906  0.03
H19 -1.7976 -1.5101 4.4569  0.01
O3 -6.1892 4.0631 -5.6437  0.04
C13 -5.9229 3.1755 -4.9377  0.02
Cr1 -5.0785 1.7866 -3.8981  0.82
C14 -3.7878 3.1557 -3.6147  0.01
O4 -2.9938 3.9978 -3.5915  0.02
C15 -4.0972 1.5793 -5.5292  -0.02
O5 -3.5217 1.6965 -6.5327  -0.01
C16 -6.8103 0.4934 -3.7054  0.02
C17 -6.8488 1.4595 -2.6814  0.01
C18 -5.7187 1.6914 -1.8918  0.02
C19 -4.5426 0.9021 -2.0464  0.02
C20 -3.2686 1.2563 -1.4217  0.00
C21 -2.3144 1.5157 -0.7172  0.03
C22 -1.6300 1.6515 0.6036  0.02
C23 -1.6782 3.2036 0.9549  0.00
C24 -0.5658 3.8411 1.5325  0.00
C25 -0.3455 5.2357 1.4770  0.00
C26 -1.2923 6.0981 0.8977  0.00
C27 -2.4680 5.5108 0.4110  0.00
C28 -2.6519 4.1144 0.4727  0.00
C29 -4.5402 -0.0751 -3.0576  0.00
C30 -5.6655 -0.3050 -3.8532  0.00
H20 -7.6742 0.3475 -4.3687  0.00
H21 -7.7455 2.0764 -2.5591  0.00
H22 -5.7329 2.4849 -1.1428  0.00
H23 -0.5681 1.3530 0.4548  0.00
H24 0.1824 3.2378 2.0424  0.00
H25 0.5315 5.6951 1.9660  0.00
H26 -1.2475 7.1915 1.0872  0.00
H27 -3.2845 6.1843 0.0843  0.00
H28 -3.6261 3.7849 0.1086  0.00
H29 -3.6248 -0.6482 -3.2010  0.00
H30 -5.6262 -1.0630 -4.6395  0.00

No. 2
ORCA calculation (ωB97M-V with the def2-TZVPD basis set) on a structure of composition C30H30N4O2ReS2.

Calculated values
LUMO energy (spin up / spin down) = -0.252 / -0.265 Ha
<S²> = 3.78
energy above the lowest of the compared OMol25 structures with the same formula, charge and spin = 0.0 kJ/mol
multiplicity = 4
charge = +2
HOMO-LUMO gap (spin up / spin down) = 6.926 / 6.883 eV
HOMO (spin up / spin down) = -13.793 / -14.096 eV
F_max = 0.009 hartree/bohr

Last column: Löwdin spin population.
Cartesian coordinates (Å):
Re1 0.8157 -0.8424 -0.5415  2.29
N1 4.8148 0.7575 -1.4157  0.00
C1 3.5060 0.4720 -1.3235  0.02
S1 3.0968 -1.2068 -0.9408  0.14
N2 2.6352 1.4095 -1.4972  0.00
N3 1.3158 1.0050 -1.3547  0.00
C2 0.4706 1.8940 -1.7990  0.07
C3 -0.9491 1.7714 -1.8763  0.00
C4 -1.6905 2.8815 -2.3202  0.02
C5 -3.0567 2.8053 -2.4526  -0.01
C6 -3.7110 1.6049 -2.1678  0.02
C7 -3.0061 0.4918 -1.7472  0.00
C8 -1.6313 0.5790 -1.5896  0.03
O1 -0.9532 -0.5121 -1.1769  0.12
H1 5.4940 0.0182 -1.4686  0.00
H2 5.0804 1.6735 -1.7417  0.00
H3 0.9211 2.8110 -2.1679  0.00
H4 -1.1670 3.7990 -2.5605  0.00
H5 -3.6204 3.6636 -2.7903  0.00
H6 -4.7847 1.5403 -2.2860  0.00
H7 -3.5002 -0.4512 -1.5479  0.00
N4 0.4707 -2.8684 -0.4213  0.11
S2 -0.8448 -3.8430 -0.3095  0.03
C9 -1.7383 -3.4110 1.1527  0.00
C10 -2.2518 -2.1355 1.3763  0.00
C11 -2.8992 -1.8815 2.5710  0.00
C12 -3.0341 -2.8912 3.5224  0.00
C13 -2.5222 -4.1572 3.2861  0.00
C14 -1.8634 -4.4248 2.0931  0.00
C15 -1.9239 -3.3664 -1.6421  0.01
C16 -3.3003 -3.3996 -1.4793  0.00
C17 -4.1055 -3.1426 -2.5812  0.00
C18 -3.5357 -2.8578 -3.8136  0.00
C19 -2.1531 -2.8466 -3.9610  0.00
C20 -1.3363 -3.1150 -2.8754  0.00
H8 1.2856 -3.4643 -0.3191  0.01
H9 -2.1629 -1.3666 0.6177  0.00
H10 -3.3139 -0.9005 2.7627  0.00
H11 -3.5501 -2.6857 4.4510  0.00
H12 -2.6349 -4.9393 4.0243  0.00
H13 -1.4575 -5.4097 1.8962  0.00
H14 -3.7464 -3.6322 -0.5218  0.00
H15 -5.1814 -3.1742 -2.4721  0.00
H16 -4.1693 -2.6595 -4.6676  0.00
H17 -1.7104 -2.6463 -4.9274  0.00
H18 -0.2596 -3.1289 -2.9894  0.00
C21 3.2583 5.3112 1.2550  0.00
C22 2.9190 3.8699 1.4808  0.01
C23 1.5953 3.4301 1.3728  0.00
C24 1.2392 2.1163 1.5811  0.01
C25 -0.2272 1.7633 1.6311  0.01
C26 2.2702 1.1982 1.9191  0.01
C27 1.9799 -0.1837 2.1574  0.02
O2 1.2629 -0.9333 1.4453  0.05
C28 3.6005 1.6331 2.1135  0.01
C29 4.7133 0.7030 2.5218  0.00
C30 3.8995 2.9599 1.8571  0.00
H19 2.5845 5.7729 0.5349  0.00
H20 4.2829 5.4306 0.9079  0.00
H21 3.1632 5.8621 2.1939  0.00
H22 0.8199 4.1555 1.1514  0.00
H23 -0.8222 2.5667 1.2004  0.00
H24 -0.5449 1.6411 2.6693  0.00
H25 -0.4920 0.8415 1.1124  0.01
H26 2.3632 -0.6752 3.0538  0.00
H27 4.4336 -0.3481 2.5377  0.00
H28 5.0847 0.9755 3.5109  0.00
H29 5.5488 0.7970 1.8278  0.00
H30 4.9257 3.2955 1.9584  0.00

No. 3
ORCA calculation (ωB97M-V with the def2-TZVPD basis set) on a structure of composition C30H30N7O4RhS2.

Calculated values
LUMO energy (spin up / spin down) = 0.069 / 0.069 Ha
<S²> = 0.76
energy above the lowest of the compared OMol25 structures with the same formula, charge and spin = 160.2 kJ/mol
multiplicity = 2
charge = -1
HOMO-LUMO gap (spin up / spin down) = 5.872 / 6.318 eV
HOMO (spin up / spin down) = -4.005 / -4.449 eV
F_max = 0.004 hartree/bohr

Last column: Löwdin spin population.
Cartesian coordinates (Å):
Rh1 0.5662 -0.7903 0.7009  0.76
C1 -0.7153 -3.3903 1.8879  0.00
N1 0.5753 -2.7051 2.0196  0.06
C2 1.6427 -3.6298 1.6225  0.00
C3 0.8541 -2.1845 3.3524  0.00
C4 0.5856 -2.9489 4.4714  0.00
C5 0.9996 -2.5482 5.7361  0.00
C6 1.7339 -1.3808 5.8451  0.00
C7 1.9982 -0.5918 4.7358  0.00
C8 1.5233 -0.9354 3.4574  0.00
N2 1.6810 -0.2143 2.2987  0.00
C9 2.5757 0.8002 2.0637  0.00
C10 2.9444 1.8383 2.9323  0.00
C11 3.8375 2.8248 2.5377  0.00
C12 4.3912 2.8256 1.2698  0.00
C13 4.0234 1.8234 0.3776  0.00
C14 3.1292 0.8432 0.7571  0.00
N3 2.7142 -0.2283 -0.1470  0.01
C15 2.6191 0.1305 -1.5445  0.00
C16 3.6672 -1.3466 -0.0319  0.00
H1 -0.7095 -4.3641 2.3932  0.00
H2 -0.9079 -3.5432 0.8257  0.00
H3 -1.5038 -2.7642 2.2947  0.00
H4 1.6180 -4.5456 2.2288  0.00
H5 2.6096 -3.1549 1.7643  0.00
H6 1.5132 -3.8963 0.5722  0.00
H7 0.0590 -3.8880 4.3544  0.00
H8 0.7699 -3.1480 6.6065  0.00
H9 2.1019 -1.0603 6.8126  0.00
H10 2.5779 0.3050 4.8755  0.00
H11 2.4691 1.9176 3.8968  0.00
H12 4.0800 3.6206 3.2311  0.00
H13 5.0798 3.6015 0.9640  0.00
H14 4.4461 1.8248 -0.6201  0.00
H15 3.5541 0.5418 -1.9395  0.00
H16 2.0007 1.9665 -2.2146  0.00
H17 2.3982 -0.7889 -2.0805  0.00
H18 4.6485 -1.0748 -0.4428  0.00
H19 3.2788 -2.2193 -0.5560  0.00
H20 3.7861 -1.5774 1.0228  0.00
O1 -0.4279 -1.5917 -0.8881  -0.01
N4 -1.6815 -1.1293 -1.0819  0.00
C17 -2.2209 -1.3678 -2.3039  0.00
C18 -3.4825 -0.9562 -2.6127  0.00
C19 -4.2219 -0.2863 -1.6277  0.00
C20 -3.6570 -0.0622 -0.3983  0.00
C21 -2.3494 -0.4831 -0.1060  0.01
S1 -1.5883 -0.1923 1.4221  0.05
H21 -1.5492 -1.8765 -2.9773  0.00
H22 -3.8863 -1.0840 -3.6084  0.00
H23 -5.2105 0.0657 -1.8948  0.00
H24 -4.1880 0.4665 0.3813  0.00
O2 -6.0505 0.2958 -4.0817  0.00
S2 -5.2952 1.0876 -5.0526  0.00
O3 -4.2794 0.3177 -5.7518  0.00
O4 -6.0943 1.9573 -5.8869  0.00
C22 -4.3663 2.1883 -3.9339  0.00
N5 -5.0538 3.1557 -3.3295  0.00
C23 -4.3820 3.8283 -2.3991  0.00
C24 -3.0770 3.5457 -2.0456  0.00
C25 -2.4482 2.5070 -2.7360  0.00
N6 -3.1060 1.8620 -3.7084  0.00
C26 -1.1010 2.0371 -2.4329  0.02
C27 -0.5691 2.0743 -1.1386  0.02
C28 0.6083 1.4794 -0.7858  0.01
N7 1.5297 1.1126 -1.8926  0.00
C29 0.7342 0.5732 -3.0377  0.02
C30 -0.4592 1.1248 -3.3102  0.01
H25 -4.9204 4.6347 -1.9079  0.00
H26 -2.5652 4.1119 -1.2790  0.00
H27 -1.1551 2.4866 -0.3246  0.00
H28 1.0820 1.6075 0.1691  0.00
H29 1.2177 -0.2170 -3.5858  0.00
H30 -1.0018 0.7824 -4.1844  0.00